[1]
The following is a quantum chemistry calculation of a molecular structure, C37H47Cl3N3O7S2SiV, from the Open Molecules 2025 dataset.

net charge: -2
expectation value of S²: 2.40
multiplicity: 3
orbital gap (spin up / spin down): 5.9 / 5.6 eV
relative energy (zero: lowest compared OMol25 entry of this formula, charge and spin): 13.1 kcal per mole

Geometry as XYZ:
```
101
C37H47Cl3N3O7S2SiV the ωB97M-V functional and the def2-TZVPD basis
H -3.023 -4.124 -1.557
C -3.883 2.302 -1.444
C -0.455 -3.754 3.285
N 1.268 6.283 0.313
H -2.901 3.813 -3.492
C 2.417 -0.577 -1.599
H -2.158 -3.957 -3.091
H 3.139 -0.933 -2.336
Cl 4.941 -0.108 6.792
C 1.235 7.604 0.204
H -4.623 1.766 -2.043
C -1.474 2.965 -1.276
H -0.849 -4.682 3.713
C 0.509 5.705 1.243
H -0.383 -2.553 0.078
C -0.299 -3.858 1.763
H 0.754 -2.670 -2.250
C -4.415 -1.815 -1.607
H -4.233 -2.131 -0.579
C 2.258 -0.507 3.878
Cl 0.541 -0.644 3.659
C -2.552 2.780 -3.518
C 0.799 -4.866 1.404
C 1.533 2.129 0.744
O -2.007 -1.719 -1.890
H -1.546 -4.551 0.121
C -3.213 -2.182 -2.477
O 3.546 7.651 -0.961
H -1.730 4.025 -1.222
C 2.449 -5.696 -0.170
H -3.354 -0.520 -3.839
C -0.346 3.502 2.108
C 2.007 -6.928 1.829
H 0.499 -3.521 3.761
C -0.250 7.853 1.878
H 2.993 -5.569 -1.100
H 2.250 4.038 0.046
H -4.327 -1.931 -4.325
O 0.079 -0.336 -1.130
H 1.049 1.586 -2.657
C 4.402 -0.444 2.850
N 0.640 1.420 1.445
C -2.506 2.206 -2.103
H -0.484 2.873 -1.725
N 0.500 8.427 0.947
H 1.717 0.562 -3.944
H 0.553 -6.096 3.150
H -0.897 6.058 2.862
C -3.077 -3.702 -2.561
H 2.418 -1.248 -0.740
O 1.505 7.907 -2.307
C 4.993 -0.300 4.087
C 2.694 -6.801 0.633
H -1.134 3.987 2.666
S -2.139 -0.151 0.806
H 2.204 -7.777 2.475
H -0.161 -1.826 -3.497
O -2.151 0.831 -2.238
H -1.867 -5.400 1.648
S 2.261 8.311 -1.128
H -0.847 8.522 2.491
H 6.067 -0.211 4.168
H -4.559 -0.733 -1.602
O 2.448 -0.771 1.535
V 0.354 -0.698 1.347
H -1.555 2.760 -3.961
H -5.321 -2.296 -1.984
H -3.835 1.849 -0.452
C 0.556 4.235 1.337
C 1.524 3.506 0.646
C -0.287 6.488 2.082
H -1.161 -2.955 3.505
C -0.273 2.125 2.127
H -2.559 -1.943 -4.527
C -1.623 -4.429 1.202
Cl 5.392 -0.471 1.427
C 2.820 -0.368 5.128
H 3.421 -7.548 0.334
H -4.189 3.346 -1.354
C 0.784 -1.845 -2.962
H 2.198 -0.336 6.013
H -2.431 -3.722 1.408
C 1.519 -4.743 0.215
C 1.021 -0.528 -2.216
C -3.380 -1.606 -3.888
H 2.299 1.545 0.251
C 4.197 -0.268 5.224
H -0.987 1.555 2.701
H -1.440 2.554 -0.266
H 2.730 0.413 -1.270
Si -1.590 -0.292 -1.172
C 1.071 -5.973 2.207
C 0.927 0.643 -3.194
H -3.928 -4.141 -3.088
H -3.228 2.192 -4.143
C -0.053 -2.492 1.132
O 2.284 9.743 -0.882
C 2.997 -0.584 2.667
H -0.042 0.651 -3.694
H 1.598 -2.010 -3.671
H 1.359 -3.871 -0.401
```

Mulliken population analysis, charges in e, atoms 1 to 6: 0.287 -1.790 -2.447 -0.280 0.407 -1.342



[2]
The following is a quantum chemistry calculation of 15 unconnected molecules or ions with the total composition C37H47F11N2O37, from the Open Molecules 2025 dataset.

orbital gap: 9.1 eV
relative energy (zero: lowest compared OMol25 entry of this formula, charge and spin): 0.0 kcal per mole

Geometry as XYZ:
```
134
C37H47F11N2O37 the ωB97M-V functional and the def2-TZVPD basis
C -6.902 -0.987 1.471
O 4.205 -6.556 -1.196
C -2.810 -0.923 5.049
C -2.906 -2.522 6.547
O -0.566 5.644 -4.812
O 0.754 -1.808 3.533
H -3.148 -3.770 -1.611
H 4.487 -3.549 -0.408
O 1.428 -0.872 1.651
F 1.438 4.138 3.163
H -5.198 0.792 -1.522
C 0.528 -4.766 -3.771
F -1.721 -5.139 -4.608
O -2.139 -3.738 1.472
F 4.497 5.000 1.904
O 6.007 3.608 2.874
H 0.566 3.642 4.869
O -5.560 -1.006 1.684
H 4.390 -0.063 -3.786
C 0.068 0.951 -5.744
O -1.169 -3.223 -3.368
F -4.638 0.121 6.175
C -2.238 -4.485 0.338
F 2.907 -5.806 0.430
C -3.352 -0.229 6.291
C 0.656 1.917 3.494
H 0.846 -0.568 -3.128
C -3.556 2.327 -1.613
H 4.851 -5.730 0.615
O -0.675 3.717 3.403
F 2.164 -2.878 5.044
F -1.028 -4.647 -0.294
C -5.109 0.279 1.903
H -2.033 -0.312 4.588
H 0.453 -4.478 2.780
H -1.837 5.244 -3.294
O -2.206 -1.543 1.980
O -0.977 3.820 -5.903
C 4.116 2.717 1.924
H -4.182 -3.788 -0.320
H -2.295 3.570 1.281
C -2.329 -2.419 1.230
C 1.327 -1.870 2.372
O 0.243 5.559 -6.807
H -5.638 2.364 -2.219
H -0.494 -3.665 -5.282
H -1.365 0.814 -0.406
H -4.460 0.516 1.060
C -1.685 3.703 -4.723
H 1.327 1.398 4.179
H 0.232 -3.383 4.866
O -0.678 1.599 3.561
H 5.390 -1.289 -2.972
O -3.385 3.534 -1.925
H 1.059 1.693 2.506
O -7.582 -2.034 1.304
C -1.427 2.680 3.285
O 0.660 3.523 0.294
O 6.037 2.160 4.641
H -6.265 2.102 1.364
O 4.475 -0.380 -0.528
O 6.277 0.783 0.082
H 2.419 0.585 -4.268
C 5.562 0.321 -0.799
C -1.060 4.763 -3.889
O -2.544 2.648 2.862
H 4.506 1.907 1.308
C 3.762 -0.558 -1.724
H -0.665 -0.013 0.901
F -4.372 0.363 2.981
O -2.752 1.723 -0.877
H 2.001 -4.721 3.532
O 5.664 0.552 -2.249
H -0.469 -0.508 -0.689
F 3.222 -1.784 -1.709
C 5.129 3.833 1.741
C 5.470 2.677 3.702
H 3.345 3.440 -1.429
O 5.390 -6.594 -3.106
O 1.838 -3.106 2.214
H 2.925 -4.102 -1.015
H -6.360 1.471 2.997
C 0.606 3.360 3.817
H -4.649 1.265 -3.129
H -1.163 4.172 0.369
O 4.255 2.388 3.312
C 1.556 3.047 -0.432
O 1.063 1.775 -5.295
O -2.880 -3.621 7.117
O 4.683 -4.608 -2.079
C -0.090 -3.014 -2.555
O -3.377 -1.346 7.160
C 0.417 0.310 -3.611
H -1.509 2.747 -4.231
H -2.831 0.673 6.612
N -0.581 0.276 -0.063
C 4.773 -5.985 -2.210
O -0.450 0.936 -6.833
H 0.259 0.793 -0.278
C 1.052 -2.976 4.275
O -0.094 -2.243 -1.605
N -2.168 4.166 0.476
C 4.092 -5.600 -0.157
H 3.065 2.834 1.657
O -7.411 0.295 1.587
H 2.224 4.573 -1.680
O 1.578 1.822 -0.766
C 1.304 -3.949 3.206
C -4.839 1.630 -2.119
H 5.596 3.716 0.763
H 2.929 0.139 -1.822
C 3.982 -4.358 -0.936
H 1.774 2.103 -3.445
C 1.580 1.263 -4.112
O -2.322 -2.226 5.375
C 2.632 4.014 -0.838
O -0.367 0.145 -4.737
O 0.895 -3.863 -2.766
O -2.768 -2.301 -0.014
H -2.574 5.091 0.479
H -2.500 3.756 -0.385
C -0.392 5.030 -5.943
H -2.738 3.846 -4.965
H 1.308 -4.965 -4.506
C -6.365 1.186 1.945
C -3.137 -3.569 -0.540
C -0.771 -4.144 -4.343
C 4.831 -0.364 -2.836
H 3.151 4.553 -0.046
H -3.576 -1.227 4.336
H 0.323 -5.692 -3.233
F -0.414 1.002 -2.795
H -2.726 -5.443 0.520
F -0.089 4.203 -3.157
```

Mulliken population analysis, charges in e, atoms 1 to 6: 0.500 -0.296 0.389 0.465 -0.358 -0.249



Record order is preserved below.
Max |F|: 1.94; 5.65 eV/A
Record order is preserved below.
Total energy: -5539.8215; -5430.1366 Ha